1.
Here is C34H37AsF3N6O2SSr as an isolated structure from the OMol25 dataset. Energies are from ωB97M-V with the def2-TZVPD basis set.

Calculated values
Energy above the lowest of the compared OMol25 structures with the same formula, charge and spin, kcal per mole: 20.6
Kohn-Sham gap, eV: 6.7
2S+1: 1
E_HOMO, eV: -4.4356
Charge: -1

XYZ file:
```
85
C34H37AsF3N6O2SSr (ωB97M-V with the def2-TZVPD basis set)
Sr -0.932 -0.220 0.455
O -2.765 0.814 0.939
C -3.130 1.867 1.556
C -4.431 2.423 1.351
C -4.872 3.533 2.023
C -4.056 4.179 2.966
C -2.797 3.675 3.198
C -2.301 2.556 2.510
C -1.017 2.032 2.908
N -0.403 1.074 2.333
C 0.729 0.466 2.982
C 0.357 -0.971 3.359
N -0.085 -1.736 2.202
C 0.569 -2.774 1.844
C 1.855 -3.279 2.349
C 1.960 -4.620 2.713
C 3.149 -5.170 3.157
C 4.274 -4.346 3.228
C 4.213 -3.026 2.847
C 3.013 -2.419 2.366
O 2.976 -1.205 1.992
H -5.067 1.910 0.639
H -5.872 3.913 1.845
H -4.419 5.040 3.513
H -2.158 4.148 3.939
H -0.585 2.488 3.813
H 1.035 1.007 3.889
H 1.571 0.394 2.295
H -0.495 -0.936 4.046
H 1.211 -1.433 3.864
H 0.093 -3.366 1.055
H 1.068 -5.238 2.665
H 3.206 -6.212 3.443
H 5.211 -4.752 3.596
H 5.092 -2.394 2.909
F -4.644 -1.677 -4.971
C -3.860 -2.299 -4.035
F -3.359 -3.400 -4.674
F -4.693 -2.746 -3.102
C -2.756 -1.388 -3.592
C -2.187 -0.628 -4.599
C -1.125 0.219 -4.324
C -0.691 0.275 -3.010
N -1.218 -0.436 -2.027
C -2.232 -1.310 -2.264
S -2.742 -2.238 -0.941
H -2.583 -0.700 -5.604
H -0.662 0.817 -5.096
H 0.120 0.930 -2.722
C -1.797 5.819 0.108
N -1.761 4.481 -0.438
C -2.708 3.891 -1.235
C -2.267 2.623 -1.472
N -1.064 2.423 -0.844
C -0.814 3.542 -0.207
H -2.409 6.454 -0.531
H -0.789 6.230 0.144
H -2.222 5.813 1.110
H -3.594 4.413 -1.552
H -2.727 1.848 -2.063
H 0.072 3.741 0.378
C 2.214 2.132 -1.851
As 2.285 0.761 -0.418
C 3.167 1.955 0.874
C 3.924 -0.057 -1.121
H 3.086 2.789 -1.812
H 1.310 2.732 -1.759
H 2.204 1.640 -2.826
H 4.010 2.463 0.404
H 3.528 1.366 1.717
H 2.458 2.702 1.237
H 4.649 0.720 -1.369
H 3.692 -0.635 -2.016
H 4.337 -0.721 -0.363
C 1.911 -4.963 -2.197
C 2.273 -4.158 -1.128
C 1.900 -2.821 -1.157
N 1.211 -2.272 -2.155
C 0.854 -3.057 -3.167
C 1.183 -4.402 -3.238
H 2.184 -6.011 -2.216
H 2.821 -4.552 -0.281
H 2.171 -2.148 -0.347
H 0.269 -2.587 -3.953
H 0.872 -4.999 -4.085
```

***

2.
Here is a 2-piece molecular cluster, C2H3Cl2O3S overall from the OMol25 dataset. Energies are from ωB97M-V with the def2-TZVPD basis set.

Calculated values
Energy above the lowest of the compared OMol25 structures with the same formula, charge and spin, kcal per mole: 48.4
Kohn-Sham gap, eV: 8.4
2S+1: 1
E_HOMO, eV: -5.3417
Charge: -1

XYZ file:
```
11
C2H3Cl2O3S (ωB97M-V with the def2-TZVPD basis set)
C -1.200 0.864 -0.354
C -2.294 0.135 -0.140
O 1.423 -0.068 1.380
O 1.508 -0.115 -1.028
O 2.431 -1.963 0.173
S 2.163 -0.524 0.180
Cl -3.750 0.731 0.443
Cl -2.371 -1.551 -0.305
H -0.157 0.372 -0.554
H 3.505 0.208 0.078
H -1.258 1.910 0.127
```

***

3.
Here is C32H36BBrN5O2SiTi as an isolated structure from the OMol25 dataset. Energies are from ωB97M-V with the def2-TZVPD basis set.

Calculated values
Energy above the lowest of the compared OMol25 structures with the same formula, charge and spin, kcal per mole: 4.4
Kohn-Sham gap, eV: 7.6
2S+1: 1
E_HOMO, eV: -11.5731
Charge: +1

XYZ file:
```
79
C32H36BBrN5O2SiTi (ωB97M-V with the def2-TZVPD basis set)
Ti 0.533 -1.000 -0.413
B 3.337 -2.727 -0.846
N 2.317 -2.654 -2.038
C 2.316 -3.372 -3.155
C 1.409 -2.823 -4.058
C 0.879 -1.737 -3.395
N 1.451 -1.614 -2.180
N 2.538 -3.114 0.436
C 2.863 -3.976 1.395
C 1.954 -3.857 2.442
C 1.084 -2.862 2.039
N 1.445 -2.419 0.820
H 3.810 -1.628 -0.703
H 4.127 -3.595 -1.078
H 2.975 -4.218 -3.248
H 1.183 -3.162 -5.053
H 0.138 -1.031 -3.730
H 3.716 -4.622 1.272
H 1.936 -4.416 3.360
H 0.220 -2.449 2.533
C 1.719 0.463 0.349
Si 0.700 1.936 0.932
C -0.903 1.639 -0.054
N -0.610 0.760 -1.236
C 0.247 1.491 -2.248
C -0.517 1.953 -3.486
C -1.859 2.558 -3.097
C -2.728 1.498 -2.401
C -1.894 0.331 -1.866
C 0.397 1.855 2.763
C 0.985 2.775 3.632
C 0.816 2.662 5.005
C 0.057 1.625 5.527
C -0.537 0.703 4.676
C -0.368 0.818 3.305
C 1.496 3.543 0.419
C 0.731 4.703 0.267
C 1.319 5.904 -0.098
C 2.689 5.966 -0.314
C 3.467 4.828 -0.161
C 2.873 3.627 0.202
H 2.410 0.059 1.089
H 2.298 0.755 -0.541
H -1.377 2.565 -0.389
H -1.627 1.112 0.572
H 1.086 0.859 -2.542
H 0.667 2.364 -1.748
H -0.673 1.125 -4.183
H 0.107 2.678 -4.009
H -2.369 2.953 -3.974
H -1.683 3.409 -2.434
H -3.453 1.078 -3.100
H -3.308 1.944 -1.593
H -1.657 -0.371 -2.666
H -2.465 -0.215 -1.118
H 1.577 3.592 3.234
H 1.277 3.383 5.667
H -0.075 1.537 6.598
H -1.134 -0.102 5.087
H -0.844 0.094 2.652
H -0.340 4.678 0.442
H 0.711 6.793 -0.211
H 3.151 6.903 -0.599
H 4.536 4.875 -0.324
H 3.495 2.746 0.318
Br -2.766 -1.983 3.057
C -3.402 -3.005 1.600
C -4.551 -3.743 1.837
C -5.082 -4.547 0.842
C -4.464 -4.630 -0.398
C -3.316 -3.901 -0.631
C -2.769 -3.071 0.354
C -1.556 -2.335 -0.048
O -1.091 -1.327 0.643
O -0.934 -2.618 -1.090
H -5.025 -3.688 2.807
H -5.982 -5.113 1.043
H -4.873 -5.262 -1.174
H -2.811 -3.954 -1.585
```

***

4.
Here is one molecule with the formula C3H4S2 from the OMol25 dataset. Energies are from ωB97M-V with the def2-TZVPD basis set.

Calculated values
Energy above the lowest of the compared OMol25 structures with the same formula, charge and spin, kcal per mole: 23.1
Kohn-Sham gap (spin up / spin down), eV: 6.7 / 8.1
2S+1: 3
E_HOMO (spin up / spin down), eV: -6.1997 / -9.0213
Expectation value of S²: 2.0100
Charge: 0

XYZ file:
```
9
C3H4S2 (ωB97M-V with the def2-TZVPD basis set)
C -0.573 -1.390 -1.739
C -0.344 0.255 0.083
C 0.298 0.930 1.233
S -0.493 0.421 -1.628
S -0.263 -1.506 0.044
H -0.199 -1.842 -2.641
H 0.049 1.868 1.354
H 1.376 0.953 1.145
H 0.149 0.310 2.149
```

***

5.
Here is one molecule with the formula C14H16F6N2O3 from the OMol25 dataset. Energies are from ωB97M-V with the def2-TZVPD basis set.

Calculated values
Energy above the lowest of the compared OMol25 structures with the same formula, charge and spin, kcal per mole: 0.0
Kohn-Sham gap, eV: 9.9
2S+1: 1
SMILES string: CCOC(=O)NC(NC[C@@H](O)c1ccccc1)(C(F)(F)F)C(F)(F)F
E_HOMO, eV: -9.4369
Charge: 0

XYZ file:
```
41
C14H16F6N2O3 (ωB97M-V with the def2-TZVPD basis set)
C -3.074 2.240 -1.899
C -1.631 1.814 -2.125
O -1.411 0.472 -1.678
C -1.204 0.324 -0.367
O -1.054 1.214 0.426
N -1.211 -1.012 -0.045
C -0.925 -1.462 1.306
N 0.388 -1.231 1.825
C 1.532 -1.924 1.265
C 2.021 -1.472 -0.131
O 1.181 -2.080 -1.095
C 2.095 0.038 -0.274
C 1.702 0.664 -1.450
C 1.796 2.038 -1.583
C 2.270 2.809 -0.538
C 2.667 2.194 0.636
C 2.591 0.820 0.765
C -1.276 -2.975 1.330
F -2.596 -3.167 1.276
F -0.823 -3.590 2.419
F -0.773 -3.634 0.280
C -1.920 -0.761 2.296
F -3.061 -0.418 1.701
F -1.412 0.324 2.865
F -2.244 -1.578 3.307
H -3.224 3.242 -2.291
H -3.295 2.240 -0.834
H -3.753 1.554 -2.399
H -0.948 2.480 -1.588
H -1.384 1.798 -3.188
H -0.991 -1.652 -0.799
H 0.563 -0.231 1.874
H 1.315 -2.991 1.207
H 2.340 -1.790 1.985
H 3.043 -1.876 -0.239
H 1.602 -2.034 -1.959
H 1.307 0.084 -2.272
H 1.498 2.505 -2.511
H 2.331 3.882 -0.638
H 3.041 2.786 1.458
H 2.927 0.356 1.680
```

***

6.
Here is one molecule with the formula C4H5NO from the OMol25 dataset. Energies are from ωB97M-V with the def2-TZVPD basis set.

Calculated values
Energy above the lowest of the compared OMol25 structures with the same formula, charge and spin, kcal per mole: 15.4
Kohn-Sham gap, eV: 11.3
2S+1: 1
SMILES string: N#CCCC=O
E_HOMO, eV: -10.5942
Charge: 0

XYZ file:
```
11
C4H5NO (ωB97M-V with the def2-TZVPD basis set)
N 3.010 -0.377 -0.594
C 2.008 0.022 -0.177
C 0.726 0.504 0.342
C -0.396 -0.540 0.206
C -1.644 0.037 -0.426
O -1.786 1.200 -0.716
H 0.869 0.797 1.387
H 0.435 1.408 -0.205
H -0.083 -1.407 -0.390
H -0.686 -0.946 1.185
H -2.453 -0.697 -0.613
```